No. 1
# C3HF3

One molecule with the formula C3HF3 at a distorted geometry (ωB97M-V/def2-TZVPD, the OMol25 dataset).

The geometry in XYZ format:
```
7
Properties=species:S:1:pos:R:3:lowdin_charge:R:1
C 1.098 -0.015 -1.217 -0.042
C 0.166 0.576 -0.418 0.074
C -0.840 1.191 -1.197 -0.087
F 1.668 -0.017 -2.673 -0.172
F -2.110 0.484 -1.513 0.021
F -0.952 2.607 -1.242 0.069
H 2.063 -0.667 -1.077 0.137
```

The max |F| comes out at 6.27 eV/A. Its multiplicity is 1. For the HOMO-LUMO gap (alpha / beta), the calculation gives 9.6 / 9.6 eV.

No. 2
# C3HF3S

A 2-piece molecular cluster, C3HF3S overall at a distorted geometry (ωB97M-V/def2-TZVPD, the OMol25 dataset).

The geometry in XYZ format:
```
8
Properties=species:S:1:pos:R:3:lowdin_charge:R:1
C -0.722 -2.272 -1.768 -0.010
C -0.074 -2.695 -2.634 0.012
C 0.123 1.995 1.107 -0.986
F -0.490 3.059 0.630 0.107
F 1.176 2.275 1.855 0.092
F -0.725 1.282 1.901 0.059
S 0.657 1.003 -0.336 0.811
H 1.004 -0.156 0.356 -0.085
```

The max |F| comes out at 6.32 eV/A. Its multiplicity is 1. For the HOMO-LUMO gap (alpha / beta), the calculation gives 7.1 / 7.1 eV.

No. 3
# C3HF5O3S

A 2-piece molecular cluster, C3HF5O3S overall at a distorted geometry (ωB97M-V/def2-TZVPD, the OMol25 dataset).

The geometry in XYZ format:
```
13
Properties=species:S:1:pos:R:3:lowdin_charge:R:1
C -0.146 -1.387 0.120 -0.152
C 0.397 -0.248 -0.063 -0.133
C 1.854 -0.233 -0.522 -0.666
O -0.476 -2.444 0.339 0.330
O -0.073 2.112 -1.136 -0.215
O -1.975 0.930 0.000 -0.247
F -3.148 -1.124 1.100 -0.117
F 2.673 0.069 0.449 0.185
F 2.179 0.648 -1.500 0.145
F 2.301 -1.373 -0.929 0.209
F -0.034 2.002 1.293 -0.213
S -0.587 1.222 -0.140 0.804
H -2.967 -0.174 0.990 0.070
```

The max |F| comes out at 4.73 eV/A. Its multiplicity is 1. For the HOMO-LUMO gap, the calculation gives 10.7 eV.

No. 4
# C3HF7P2

A 2-piece molecular cluster, C3HF7P2 overall at a distorted geometry (ωB97M-V/def2-TZVPD, the OMol25 dataset).

The geometry in XYZ format:
```
13
Properties=species:S:1:pos:R:3:lowdin_charge:R:1
C 0.952 -0.031 0.391 -0.331
C 0.036 -0.912 0.296 -0.258
C -1.975 1.625 -0.348 -0.351
F -1.192 2.635 0.226 0.054
F -2.856 1.204 0.637 0.068
F -2.594 1.930 -1.393 0.219
F 3.322 -0.366 1.283 -0.297
F 3.081 1.250 -0.424 -0.304
F -1.844 -2.148 -1.013 -0.301
F -0.349 -3.512 0.502 -0.283
P 2.769 -0.326 -0.232 0.895
P -0.266 -2.379 -0.642 0.817
H 0.918 1.029 0.718 0.072
```

The max |F| comes out at 4.98 eV/A. Its multiplicity is 1. For the HOMO-LUMO gap (alpha / beta), the calculation gives 7.7 / 8.7 eV.

No. 5
# C3HFGdO3

C3HFGdO3 as an isolated structure at a distorted geometry (ωB97M-V/def2-TZVPD, the OMol25 dataset).

The geometry in XYZ format:
```
9
Properties=species:S:1:pos:R:3:lowdin_spin:R:1
O -1.717 1.276 1.256 0.013
C -2.214 0.895 0.071 0.006
C -0.430 0.761 1.346 0.016
O -3.278 1.235 -0.377 0.025
O -1.291 0.167 -0.565 0.029
C -0.145 0.021 0.257 0.231
H 0.048 0.834 2.318 -0.002
Gd 2.174 -0.624 -0.595 6.722
F 2.303 -2.690 -0.451 -0.040
```

The max |F| comes out at 3.31 eV/A. As for the expectation value of S²: 16.16. As for the net charge: +1. Its multiplicity is 8. For the HOMO-LUMO gap (alpha / beta), the calculation gives 7.0 / 5.1 eV.

No. 6
# C3HFNP

One molecule with the formula C3HFNP at a distorted geometry (ωB97M-V/def2-TZVPD, the OMol25 dataset).

The geometry in XYZ format:
```
7
Properties=species:S:1:pos:R:3:lowdin_spin:R:1
C -0.857 -0.919 1.184 0.142
C -0.069 1.054 -0.374 0.411
C -0.351 -0.002 0.347 0.451
N -1.406 -1.775 1.729 0.385
F 1.721 -0.481 -1.616 0.110
P 1.629 0.402 -0.208 0.448
H -0.668 1.722 -1.062 0.054
```

The max |F| comes out at 3.36 eV/A. As for the expectation value of S²: 2.02. Its multiplicity is 3. For the HOMO-LUMO gap (alpha / beta), the calculation gives 5.9 / 7.2 eV.

No. 7
# C3HFNaO2

C3HFNaO2 as an isolated structure at a distorted geometry (ωB97M-V/def2-TZVPD, the OMol25 dataset).

The geometry in XYZ format:
```
8
Properties=species:S:1:pos:R:3:lowdin_charge:R:1
C -2.826 0.255 0.246 -0.179
O -3.932 0.545 0.349 0.238
O -0.279 -1.999 0.371 0.188
C -0.856 -1.060 0.032 -0.235
C -1.539 0.053 -0.004 0.005
H 1.845 0.632 -0.250 0.166
Na 4.846 0.574 -0.415 0.915
F 2.740 1.000 -0.329 -0.099
```

The max |F| comes out at 2.76 eV/A. As for the net charge: +1. Its multiplicity is 1. For the HOMO-LUMO gap, the calculation gives 7.8 eV.

No. 8
# C3HFO

A 2-piece molecular cluster, C3HFO overall at a distorted geometry (ωB97M-V/def2-TZVPD, the OMol25 dataset).

The geometry in XYZ format:
```
6
Properties=species:S:1:pos:R:3:lowdin_charge:R:1
C -1.516 1.306 0.458 -0.100
C -0.528 0.707 0.156 -0.023
C 1.294 -1.025 -0.388 -0.246
O 2.367 -0.712 -0.713 0.209
F 0.722 -2.185 -0.236 0.167
H -2.339 1.909 0.724 -0.007
```

The max |F| comes out at 4.03 eV/A. Its multiplicity is 1. For the HOMO-LUMO gap (alpha / beta), the calculation gives 8.5 / 8.1 eV.

No. 9
# C3HGdLiO4

C3HGdLiO4 as an isolated structure at a distorted geometry (ωB97M-V/def2-TZVPD, the OMol25 dataset).

The geometry in XYZ format:
```
10
Properties=species:S:1:pos:R:3:lowdin_spin:R:1
O 1.892 0.881 -0.015 -0.030
C 1.678 -0.329 0.440 -0.003
O 0.464 -0.798 0.273 0.059
O 2.631 -1.011 -0.047 0.014
Gd 0.283 2.426 -0.076 6.733
C -0.561 0.158 0.169 0.152
C -1.806 -0.197 0.210 0.036
O -2.978 -0.366 0.236 0.041
Li -4.590 -0.886 -0.604 -0.001
H 2.987 0.121 -0.586 0.000
```

The max |F| comes out at 7.14 eV/A. As for the expectation value of S²: 16.15. As for the net charge: +3. Its multiplicity is 8. For the HOMO-LUMO gap (alpha / beta), the calculation gives 8.6 / 5.5 eV.

No. 10
# C3HI2O3

C3HI2O3 as an isolated structure at a distorted geometry (ωB97M-V/def2-TZVPD, the OMol25 dataset).

The geometry in XYZ format:
```
9
Properties=species:S:1:pos:R:3:lowdin_charge:R:1
C -1.173 2.774 0.365 -0.025
C -1.209 -1.811 -1.759 -0.467
C 1.266 0.691 1.028 -1.203
O -1.465 -0.868 -2.396 0.177
O -1.766 1.804 0.304 -0.035
O -0.846 -2.724 -1.237 0.222
I 3.053 -0.003 -0.139 0.233
I 0.397 -1.048 2.022 0.322
H 1.743 1.186 1.812 -0.225
```

The max |F| comes out at 5.66 eV/A. As for the net charge: -1. Its multiplicity is 1. For the HOMO-LUMO gap, the calculation gives 6.1 eV.

No. 11
# C3HI2O3

C3HI2O3 as an isolated structure at a distorted geometry (ωB97M-V/def2-TZVPD, the OMol25 dataset).

The geometry in XYZ format:
```
9
Properties=species:S:1:pos:R:3:lowdin_charge:R:1
C 0.157 -0.607 0.350 -0.409
C 1.440 0.201 0.815 -0.751
C -0.819 0.052 -0.779 -1.135
O 2.499 -0.402 0.814 -0.003
O -0.278 -1.572 0.915 -0.013
O 1.085 1.316 1.194 -0.113
I -1.005 2.172 -0.787 0.753
I -2.728 -0.957 -0.789 0.680
H -0.350 -0.204 -1.733 -0.010
```

The max |F| comes out at 1.68 eV/A. As for the net charge: -1. Its multiplicity is 1. For the HOMO-LUMO gap, the calculation gives 7.2 eV.

No. 12
# C3HMnO2

C3HMnO2 as an isolated structure at a distorted geometry (ωB97M-V/def2-TZVPD, the OMol25 dataset).

The geometry in XYZ format:
```
7
Properties=species:S:1:pos:R:3:lowdin_spin:R:1
C -1.718 1.093 -0.308 0.002
H -2.258 2.020 -0.352 0.000
C -1.056 0.085 -0.208 0.003
O -0.446 -1.205 -0.396 0.017
C 0.570 -1.033 0.556 0.065
Mn 3.360 -0.570 0.581 5.667
O 1.548 -0.390 0.127 0.246
```

The max |F| comes out at 4.48 eV/A. As for the expectation value of S²: 12.00. Its multiplicity is 7. For the HOMO-LUMO gap (alpha / beta), the calculation gives 8.0 / 7.5 eV.

Copy entry 7 word for word.
# C3HFNaO2

C3HFNaO2 as an isolated structure at a distorted geometry (ωB97M-V/def2-TZVPD, the OMol25 dataset).

The geometry in XYZ format:
```
8
Properties=species:S:1:pos:R:3:lowdin_charge:R:1
C -2.826 0.255 0.246 -0.179
O -3.932 0.545 0.349 0.238
O -0.279 -1.999 0.371 0.188
C -0.856 -1.060 0.032 -0.235
C -1.539 0.053 -0.004 0.005
H 1.845 0.632 -0.250 0.166
Na 4.846 0.574 -0.415 0.915
F 2.740 1.000 -0.329 -0.099
```

The max |F| comes out at 2.76 eV/A. As for the net charge: +1. Its multiplicity is 1. For the HOMO-LUMO gap, the calculation gives 7.8 eV.

Repeat the eleventh record exactly.
# C3HI2O3

C3HI2O3 as an isolated structure at a distorted geometry (ωB97M-V/def2-TZVPD, the OMol25 dataset).

The geometry in XYZ format:
```
9
Properties=species:S:1:pos:R:3:lowdin_charge:R:1
C 0.157 -0.607 0.350 -0.409
C 1.440 0.201 0.815 -0.751
C -0.819 0.052 -0.779 -1.135
O 2.499 -0.402 0.814 -0.003
O -0.278 -1.572 0.915 -0.013
O 1.085 1.316 1.194 -0.113
I -1.005 2.172 -0.787 0.753
I -2.728 -0.957 -0.789 0.680
H -0.350 -0.204 -1.733 -0.010
```

The max |F| comes out at 1.68 eV/A. As for the net charge: -1. Its multiplicity is 1. For the HOMO-LUMO gap, the calculation gives 7.2 eV.

Q: Among the records above, which one has the lowest max |F|?
A: number 11